# 1
This record from the Open Molecules 2025 dataset describes a structure of composition C14H16Cl3F9O2Tc in a non-equilibrium geometry. The level of theory is wB97M-V/def2-TZVPD.

## Properties
Total charge: -2
2S+1: 4
HOMO-LUMO gap (spin up / spin down): 4.54 / 5.91 eV

The geometry in XYZ format:
```
45
C14H16Cl3F9O2Tc wB97M-V/def2-TZVPD
C -0.53927 0.95045 -2.78731
C -1.37727 -0.07386 -2.36099
C -0.58036 -1.12683 -1.71695
C -2.83157 -0.12285 -2.59554
C 0.79684 -0.66297 -1.68871
C 0.83781 0.62279 -2.45985
C 1.96285 1.27242 -2.86888
C -0.94829 2.17747 -3.49917
C -0.97636 -2.55945 -1.80934
C 1.98713 -1.54321 -1.77461
Tc -0.07773 -0.35860 0.25919
Cl -2.39399 -1.05886 0.69964
Cl -1.07982 1.82313 0.20149
Cl 0.65390 -2.38945 1.07368
H -3.30156 0.84488 -2.36587
H -3.28505 -0.87524 -1.94242
H -3.05743 -0.36194 -3.64655
H -2.02215 -2.67725 -1.50895
H -0.36963 -3.15537 -1.12445
H -0.84737 -2.92503 -2.83873
H 1.91819 -2.36078 -1.05703
H 2.86789 -0.94394 -1.53869
H 2.09566 -1.93483 -2.79308
H 2.93729 0.87951 -2.59497
H 1.34799 1.74791 -0.07277
H 1.87951 2.17780 -3.46251
H -1.84154 2.61071 -3.03651
H -1.17411 1.97290 -4.55351
H -0.13843 2.91365 -3.46442
O 1.67466 0.95052 0.39640
H 1.85910 1.24186 1.31898
F -0.62476 2.41724 3.47828
C -0.84676 1.21856 4.06577
F -0.82564 1.40217 5.41371
F -2.08013 0.81202 3.70213
C 0.22906 0.15047 3.57301
O 0.07071 0.06744 2.24985
C 1.71037 0.67627 3.83710
F 1.99488 0.92738 5.13400
F 2.62011 -0.20931 3.34708
F 1.90620 1.84408 3.12620
C 0.01387 -1.27066 4.26673
F -0.10067 -1.14721 5.62007
F -1.10285 -1.84540 3.78271
F 1.05870 -2.09859 4.01580
```

---

# 2
This record from the Open Molecules 2025 dataset describes a structure of composition C14H16Cl5F3N4O2Y in a non-equilibrium geometry. The level of theory is wB97M-V/def2-TZVPD.

## Properties
Total charge: +1
HOMO-LUMO gap: 9.23 eV

The geometry in XYZ format:
```
45
C14H16Cl5F3N4O2Y wB97M-V/def2-TZVPD
Y 1.63522 0.80522 -0.06561
Cl 0.49042 2.62915 2.53926
C 0.30279 3.49638 1.04229
C 0.83888 2.84870 -0.05477
C 0.62108 3.42879 -1.28868
Cl 1.21032 2.45531 -2.61450
C -0.05886 4.62306 -1.46684
Cl -0.31442 5.26795 -3.03308
C -0.54767 5.27047 -0.32529
Cl -1.37006 6.76131 -0.48729
C -0.38396 4.69803 0.94368
Cl -1.03798 5.45270 2.33575
F 4.48035 1.06411 0.08663
C 3.54124 0.61396 0.99987
F 3.86886 1.19959 2.17036
F 3.86130 -0.73433 1.16819
C -0.10040 -3.00738 1.84969
N -1.21923 -2.32992 1.21214
C -2.51512 -2.98664 1.36398
C -3.49606 -2.47338 0.33159
C -3.47572 -0.95684 0.36629
N -2.11587 -0.49343 0.09869
C -1.93419 0.78870 -0.56369
C -1.05159 -1.15263 0.58471
O 0.12336 -0.67599 0.45367
H 0.14897 -3.92336 1.31079
H -0.37005 -3.26460 2.87448
H 0.76224 -2.35325 1.87459
H -2.89457 -2.81404 2.37527
H -2.36261 -4.06001 1.24610
H -4.49566 -2.85122 0.53679
H -3.19798 -2.80733 -0.66405
H -3.82260 -0.58313 1.33448
H -4.12950 -0.54828 -0.40103
H -2.84201 1.03048 -1.10916
H -1.12192 0.73435 -1.28845
H -1.73487 1.59133 0.14838
N 2.89398 -2.62819 -0.95429
C 2.84567 -1.67791 -1.90579
N 3.35377 -1.97066 -3.10906
O 2.31915 -0.55800 -1.69670
H 3.46325 -3.44746 -1.07761
H 2.69350 -2.35487 -0.00965
H 3.82626 -2.83482 -3.30291
H 3.31231 -1.27190 -3.82924
```

---

# 3
This record from the Open Molecules 2025 dataset describes an isolated molecule of C14H16ClN3O3S. The level of theory is wB97M-V/def2-TZVPD.

## Properties
HOMO-LUMO gap: 8.72 eV
SMILES: COC(=O)C[C@H]1C(=O)NCCN1C(=S)Nc1ccccc1Cl

The geometry in XYZ format:
```
38
C14H16ClN3O3S wB97M-V/def2-TZVPD
C 1.16259 3.57853 2.43363
O 2.00968 2.43717 2.42688
C 1.42383 1.25066 2.50611
O 0.24667 1.06923 2.69387
C 2.42871 0.12802 2.33921
C 2.30034 -0.46574 0.91495
C 3.20899 -1.69345 0.82663
O 4.40935 -1.59504 0.95204
N 2.61589 -2.89190 0.63396
C 1.20191 -3.13949 0.47286
C 0.44083 -1.98624 1.12309
N 0.93501 -0.75643 0.55283
C 0.21754 0.11085 -0.20449
S 0.82986 1.58724 -0.62733
N -0.98771 -0.34464 -0.65076
C -2.01889 0.35617 -1.25943
C -2.27061 1.70825 -1.04468
C -3.33891 2.33013 -1.66237
C -4.18710 1.61888 -2.49331
C -3.97259 0.26604 -2.69736
C -2.90101 -0.35080 -2.08403
Cl -2.64956 -2.05737 -2.33725
H 1.78325 4.42507 2.71558
H 0.75352 3.72559 1.43168
H 0.34447 3.43968 3.14287
H 3.44239 0.50104 2.46829
H 2.22115 -0.64046 3.08586
H 2.68259 0.28120 0.20760
H 3.24898 -3.67311 0.53442
H 0.94605 -4.08906 0.95081
H 0.94505 -3.20714 -0.59378
H -0.63513 -2.09016 0.99622
H 0.64500 -1.97228 2.19890
H -1.09685 -1.34808 -0.75336
H -1.62223 2.26412 -0.38940
H -3.51088 3.38064 -1.48658
H -5.01816 2.10665 -2.97777
H -4.63127 -0.30772 -3.33091
```

---

# 4
This record from the Open Molecules 2025 dataset describes an isolated molecule of C14H16ClNO2 in a non-equilibrium geometry. The level of theory is wB97M-V/def2-TZVPD.

## Properties
HOMO-LUMO gap: 10.01 eV
SMILES: CCOC(=O)[C@@](C#N)(CC)Cc1ccccc1Cl

The geometry in XYZ format:
```
34
C14H16ClNO2 wB97M-V/def2-TZVPD
C 0.43138 -3.52618 -0.14905
C -0.27761 -2.45668 -0.95617
O 0.28401 -1.18409 -0.64412
C -0.24854 -0.15280 -1.31439
O -1.06143 -0.24789 -2.24286
C 0.28016 1.25255 -0.94106
C 1.70804 1.19078 -0.54869
N 2.83112 1.13028 -0.26812
C 0.16802 2.22431 -2.14391
C 1.01449 1.76215 -3.36172
C -0.56957 1.84190 0.21353
C -0.59213 0.94192 1.45788
C 0.47523 1.07948 2.39840
C 0.50884 0.19496 3.50293
C -0.47516 -0.76086 3.69069
C -1.48743 -0.90189 2.74951
C -1.56592 -0.05749 1.62422
Cl -2.95226 -0.23439 0.60715
H -0.05733 -4.48993 -0.29277
H 1.46659 -3.58713 -0.46034
H 0.35324 -3.28911 0.92111
H -0.17471 -2.71675 -2.00105
H -1.33734 -2.41875 -0.71245
H 0.50932 3.25068 -1.86156
H -0.87790 2.24923 -2.50943
H 2.09282 1.79794 -3.18847
H 0.78452 2.41499 -4.17804
H 0.77773 0.76081 -3.73030
H -1.63189 2.02544 -0.06655
H -0.17823 2.80916 0.51512
H 1.20736 1.87035 2.24432
H 1.29900 0.29634 4.22878
H -0.40079 -1.43939 4.51037
H -2.30363 -1.62996 2.90704
```